Below is 13 unconnected molecules or ions with the total composition C40H115N9O15, with properties calculated with ωB97M-V with the def2-TZVPD basis set.

⟨S²⟩ ... 0.7539
Spin multiplicity ... 2
Total charge ... +1
Electronic energy ... -87453.39463 eV
Frontier orbital gap (alpha / beta) ... 8.77 / 3.20 eV
HOMO level (alpha / beta) ... -10.52 / -10.52 eV

Last columns: bonded neighbours and bond lengths (Å).
Positions of all 179 atoms, in Å:
1 C 0.5433 -4.6850 -2.2272  C2 1.571, H7 1.090, H8 1.090, H9 1.090
2 C -0.6280 -5.3080 -1.3859  C1 1.571, C3 1.603, N6 1.473, H10 1.090
3 C -0.0685 -6.4459 -0.4051  C2 1.603, O4 1.420, H11 1.090, H12 1.090
4 O 0.2273 -7.5186 -1.2872  C3 1.420, C5 1.447
5 C 0.4931 -8.7028 -0.5002  O4 1.447, H13 1.090, H14 1.090, H15 1.090
6 N -1.1334 -4.1863 -0.5764  C2 1.473, H16 1.010, H17 1.010
7 H 1.1702 -5.4078 -2.7494  C1 1.090
8 H 1.2408 -4.1698 -1.5666  C1 1.090
9 H 0.0929 -3.9421 -2.8854  C1 1.090
10 H -1.4151 -5.6832 -2.0399  C2 1.090
11 H -0.8869 -6.6394 0.2885  C3 1.090
12 H 0.7941 -6.1159 0.1739  C3 1.090
13 H -0.4006 -8.8109 0.1145  C5 1.090
14 H 1.3531 -8.5084 0.1406  C5 1.090
15 H 0.7274 -9.6124 -1.0533  C5 1.090
16 H -2.0805 -4.3436 -0.2626  N6 1.010
17 H -1.1083 -3.3765 -1.1794  N6 1.010
18 C 0.8914 5.9388 2.7539  C19 1.513, H24 1.090, H25 1.090, H26 1.090
19 C 0.4824 6.5410 1.4280  C18 1.513, C20 1.535, N23 1.458, H27 1.090
20 C 0.4328 5.5502 0.2567  C19 1.535, O21 1.458, H28 1.090, H29 1.090
21 O 1.7607 5.0287 -0.0428  C20 1.458, C22 1.465
22 C 1.8564 4.2510 -1.2808  O21 1.465, H30 1.090, H31 1.090, H32 1.090
23 N -0.7521 7.2188 1.8069  C19 1.458, H33 1.010, H34 1.010
24 H 1.0003 6.7634 3.4584  C18 1.090
25 H 1.8111 5.3583 2.6805  C18 1.090
26 H 0.0644 5.3854 3.1988  C18 1.090
27 H 1.1954 7.3146 1.1430  C19 1.090
28 H 0.0250 6.0788 -0.6049  C20 1.090
29 H -0.3606 4.8129 0.3797  C20 1.090
30 H 1.1942 4.6916 -2.0260  C22 1.090
31 H 1.4888 3.2304 -1.1745  C22 1.090
32 H 2.8584 4.0719 -1.6706  C22 1.090
33 H -0.4990 7.8584 2.5464  N23 1.010
34 H -1.0667 7.8696 1.1015  N23 1.010
35 C -1.3868 1.1979 8.5923  C36 1.557, H41 1.090, H42 1.090, H43 1.090
36 C -1.6404 2.6554 8.1078  C35 1.557, C37 1.542, N40 1.483, H44 1.090
37 C -2.1402 2.7222 6.6507  C36 1.542, O38 1.396, H45 1.090, H46 1.090
38 O -1.3727 2.1037 5.6623  C37 1.396, C39 1.415
39 C -1.8861 2.1992 4.3470  O38 1.415, H47 1.090, H48 1.090, H49 1.090
40 N -2.6021 3.3136 9.0252  C36 1.483, H50 1.010, H51 1.010
41 H -1.4990 1.1439 9.6752  C35 1.090
42 H -0.4715 0.7553 8.1993  C35 1.090
43 H -2.2731 0.6691 8.2418  C35 1.090
44 H -0.6668 3.1425 8.0539  C36 1.090
45 H -2.2032 3.7918 6.4503  C37 1.090
46 H -3.1599 2.3729 6.4883  C37 1.090
47 H -2.8803 1.7563 4.4064  C39 1.090
48 H -1.1959 1.6330 3.7216  C39 1.090
49 H -1.9699 3.2380 4.0278  C39 1.090
50 H -2.8630 4.2282 8.6851  N40 1.010
51 H -2.0981 3.4159 9.8944  N40 1.010
52 C 6.1833 -6.7459 0.0092  C53 1.563, H58 1.090, H59 1.090, H60 1.090
53 C 5.3606 -5.5480 0.5839  C52 1.563, C54 1.579, N57 1.452, H61 1.090
54 C 4.4986 -4.8679 -0.5511  C53 1.579, O55 1.467, H62 1.090, H63 1.090
55 O 3.6597 -3.7423 -0.1250  C54 1.467, C56 1.436
56 C 4.4286 -2.5334 -0.0253  O55 1.436, H64 1.090, H65 1.090, H66 1.090
57 N 4.4450 -5.9060 1.6532  C53 1.452, H67 1.010, H68 1.010
58 H 6.7737 -7.1348 0.8389  C52 1.090
59 H 6.8185 -6.3425 -0.7793  C52 1.090
60 H 5.5346 -7.5348 -0.3715  C52 1.090
61 H 6.0984 -4.8076 0.8930  C53 1.090
62 H 3.7936 -5.5598 -1.0118  C54 1.090
63 H 5.2006 -4.5441 -1.3196  C54 1.090
64 H 3.7105 -1.8430 0.4172  C56 1.090
65 H 4.7117 -2.0328 -0.9513  C56 1.090
66 H 5.2532 -2.6426 0.6790  C56 1.090
67 H 3.7932 -5.1426 1.7645  N57 1.010
68 H 3.9118 -6.7352 1.4334  N57 1.010
69 C 4.3219 1.4123 -0.4061  C70 1.512, H75 1.090, H76 1.090, H77 1.090
70 C 4.5288 1.9771 0.9812  C69 1.512, C71 1.570, N74 1.456, H78 1.090
71 C 5.1364 3.4244 1.0076  C70 1.570, O72 1.420, H79 1.090, H80 1.090
72 O 6.4258 3.4875 0.4159  C71 1.420, C73 1.421
73 C 6.9393 4.7791 0.1223  O72 1.421, H81 1.090, H82 1.090, H83 1.090
74 N 3.1891 2.0273 1.5486  C70 1.456, H84 1.010, H85 1.010
75 H 5.2751 1.2231 -0.8998  C69 1.090
76 H 3.7365 2.1118 -1.0029  C69 1.090
77 H 3.7106 0.5141 -0.3190  C69 1.090
78 H 5.1546 1.2724 1.5287  C70 1.090
79 H 5.0823 3.8273 2.0190  C71 1.090
80 H 4.4837 4.0114 0.3614  C71 1.090
81 H 6.9314 4.8683 -0.9640  C73 1.090
82 H 7.9297 4.9804 0.5304  C73 1.090
83 H 6.3169 5.5937 0.4926  C73 1.090
84 H 2.6657 2.8016 1.1657  N74 1.010
85 H 2.6489 1.2147 1.2881  N74 1.010
86 C -2.2903 -1.1993 4.2161  C87 1.517, H92 1.090, H93 1.090, H94 1.090
87 C -3.5869 -1.5630 4.9137  C86 1.517, C88 1.508, N91 1.489, H95 1.090
88 C -4.6408 -0.5440 5.2671  C87 1.508, O89 1.431, H96 1.090, H97 1.090
89 O -4.9481 0.3777 4.2162  C88 1.431, C90 1.391
90 C -6.0660 1.1637 4.4773  O89 1.391, H98 1.090, H99 1.090, H100 1.090
91 N -4.2558 -2.6902 4.2066  C87 1.489, H101 1.010, H102 1.010
92 H -1.6219 -0.5118 4.7344  C86 1.090
93 H -2.4649 -0.8322 3.2047  C86 1.090
94 H -1.6829 -2.0968 4.1000  C86 1.090
95 H -3.3212 -1.9544 5.8957  C87 1.090
96 H -4.2879 0.0688 6.0966  C88 1.090
97 H -5.5778 -0.9464 5.6522  C88 1.090
98 H -6.9822 0.5732 4.4778  C90 1.090
99 H -6.1469 1.9007 3.6783  C90 1.090
100 H -5.8771 1.6816 5.4177  C90 1.090
101 H -4.5765 -2.2906 3.3362  N91 1.010
102 H -5.0551 -3.0303 4.7220  N91 1.010
103 C 2.3149 0.9211 -3.3346  C104 1.611, H109 1.090, H110 1.090, H111 1.090
104 C 1.4135 -0.1869 -4.0792  C103 1.611, C105 1.562, N108 1.423, H112 1.090
105 C 1.7968 -1.6577 -3.7203  C104 1.562, O106 1.403, H113 1.090, H114 1.090
106 O 2.9719 -1.9355 -4.4339  C105 1.403, C107 1.483
107 C 3.3519 -3.3600 -4.2781  O106 1.483, H115 1.090, H116 1.090, H117 1.090
108 N 0.0843 0.1693 -3.7154  C104 1.423, H118 1.010, H119 1.010
109 H 2.1242 1.9348 -3.6869  C103 1.090
110 H 3.3988 0.8611 -3.4321  C103 1.090
111 H 2.1810 0.9315 -2.2529  C103 1.090
112 H 1.5334 -0.0687 -5.1562  C104 1.090
113 H 0.9958 -2.2598 -4.1492  C105 1.090
114 H 1.9262 -1.9249 -2.6716  C105 1.090
115 H 2.6465 -4.1292 -4.5924  C107 1.090
116 H 3.5051 -3.6847 -3.2489  C107 1.090
117 H 4.2542 -3.5626 -4.8551  C107 1.090
118 H -0.0689 1.0940 -4.0918  N108 1.010
119 H -0.6061 -0.3776 -4.2097  N108 1.010
120 C -1.3478 -0.9168 -7.4662  C121 1.511, H126 1.090, H127 1.090, H128 1.090
121 C -0.7054 -2.1325 -6.8406  C120 1.511, C122 1.565, N125 1.439, H129 1.090
122 C -1.6559 -2.6806 -5.7241  C121 1.565, O123 1.452, H130 1.090, H131 1.090
123 O -1.5815 -1.8056 -4.5676  C122 1.452, C124 1.445
124 C -2.4951 -2.1573 -3.5044  O123 1.445, H132 1.090, H133 1.090, H134 1.090
125 N -0.5875 -3.1557 -7.8455  C121 1.439, H135 1.010, H136 1.010
126 H -2.3079 -1.1523 -7.9254  C120 1.090
127 H -0.6739 -0.4900 -8.2091  C120 1.090
128 H -1.4401 -0.1763 -6.6716  C120 1.090
129 H 0.1967 -1.8323 -6.3075  C121 1.090
130 H -1.2894 -3.6263 -5.3248  C122 1.090
131 H -2.6909 -2.8090 -6.0409  C122 1.090
132 H -1.9418 -2.8628 -2.8846  C124 1.090
133 H -3.4090 -2.6683 -3.8074  C124 1.090
134 H -2.7197 -1.2537 -2.9377  C124 1.090
135 H 0.0269 -2.8030 -8.5653  N125 1.010
136 H -0.0203 -3.9221 -7.5123  N125 1.010
137 C -1.8438 3.3631 -2.4244  C138 1.565, H143 1.090, H144 1.090, H145 1.090
138 C -3.2226 3.9918 -2.8153  C137 1.565, C139 1.540, N142 1.415, H146 1.090
139 C -3.8601 3.3602 -4.0672  C138 1.540, O140 1.418, H147 1.090, H148 1.090
140 O -2.9113 3.6593 -5.0783  C139 1.418, C141 1.417
141 C -3.3472 3.2059 -6.3486  O140 1.417, H149 1.090, H150 1.090, H151 1.090
142 N -4.0757 3.7197 -1.7191  C138 1.415, H152 1.010, H153 1.010
143 H -1.9403 2.2890 -2.2659  C137 1.090
144 H -1.4508 3.7752 -1.4950  C137 1.090
145 H -1.1371 3.5239 -3.2385  C137 1.090
146 H -3.0353 5.0555 -2.9618  C138 1.090
147 H -4.8310 3.8055 -4.2846  C139 1.090
148 H -3.9461 2.2903 -3.8774  C139 1.090
149 H -4.4157 3.3431 -6.5150  C141 1.090
150 H -3.2183 2.1572 -6.6161  C141 1.090
151 H -2.8580 3.8018 -7.1192  C141 1.090
152 H -3.5649 4.1454 -0.9588  N142 1.010
153 H -4.8831 4.3142 -1.8413  N142 1.010
154 C -3.7623 1.5381 1.0824  C155 1.553, O157 1.413, H158 1.090, H159 1.090
155 C -4.4331 2.8176 1.6523  C154 1.553, O156 1.459, H160 1.090, H161 1.090
156 O -3.5730 3.9109 1.2124  C155 1.459, H162 0.960
157 O -4.2693 1.1459 -0.1764  C154 1.413, H163 0.960
158 H -4.0661 0.7007 1.7105  C154 1.090
159 H -2.6757 1.5722 1.0044  C154 1.090
160 H -4.5002 2.8347 2.7401  C155 1.090
161 H -5.4261 3.0205 1.2510  C155 1.090
162 H -3.6797 4.6546 1.8100  O156 0.960
163 H -4.2252 1.9198 -0.7426  O157 0.960
164 C -0.0173 0.2378 1.0338  C165 1.507, O167 1.419, H168 1.090, H169 1.090
165 C -0.2751 0.2560 -0.4507  C164 1.507, O166 1.380, H170 1.090, H171 1.090
166 O -0.2071 -0.9490 -1.1199  C165 1.380, H172 0.960
167 O 1.2987 -0.1724 1.3703  C164 1.419, H173 0.960
168 H -0.6684 -0.4437 1.5814  C164 1.090
169 H -0.1262 1.2622 1.3899  C164 1.090
170 H 0.3648 0.9922 -0.9372  C165 1.090
171 H -1.2896 0.6462 -0.5319  C165 1.090
172 H -0.1483 -0.7455 -2.0563  O166 0.960
173 H 1.3407 -1.1279 1.2868  O167 0.960
174 O 1.2896 -2.8483 1.0592  H175 0.957, H176 0.957
175 H 0.5108 -3.3277 0.7764  O174 0.957
176 H 2.0064 -3.2383 0.5589  O174 0.957
177 O 2.6446 -3.5725 3.2964  H178 0.957, H179 0.957
178 H 2.0218 -3.2013 2.6714  O177 0.957
179 H 2.9615 -2.8195 3.7953  O177 0.957